# 1
Density functional theory data (ωB97M-V/def2-TZVPD) for a single C4H2FNO molecule at a distorted geometry.

## Properties
Frontier orbital gap = 10.368 eV
Electronic energy = -383.43215 Eh
SMILES = N#C/C(C=O)=C\F
E_HOMO = -10.9 eV
Max |F| = 3.54 eV Å⁻¹
ΔE to the lowest compared entry with this formula, charge and spin = 3.4 kJ/mol

Each line ends with the natural charge from an NBO analysis.
Atoms and positions in Å:
C  -1.11580  -0.61140  0.00208  0.379
C  -0.02397  0.14949  -0.02250  -0.344
C  1.30185  -0.52689  -0.00992  0.413
C  -0.13193  1.57082  0.01784  0.257
H  -1.11514  -1.69079  -0.00300  0.185
H  1.29142  -1.61859  0.04207  0.128
N  -0.19561  2.74512  -0.01073  -0.250
O  2.33684  0.08929  -0.00723  -0.477
F  -2.34766  -0.10705  -0.00861  -0.290

# 2
Density functional theory data (ωB97M-V/def2-TZVPD) for a single C4H10O2 molecule.

## Properties
Frontier orbital gap = 10.902 eV
Electronic energy = -308.86437 Eh
SMILES = CC[C@@H](O)CO
E_HOMO = -10.1 eV
Max |F| = 0.72 eV Å⁻¹
ΔE to the lowest compared entry with this formula, charge and spin = 88.7 kJ/mol

Each line ends with the natural charge from an NBO analysis.
Atoms and positions in Å:
C  -0.25301  1.75237  1.30233  -0.605
C  0.57043  0.53341  0.89556  -0.412
C  -0.27398  -0.49225  0.10937  0.069
O  -1.27596  0.13170  -0.67663  -0.733
C  0.57040  -1.23906  -0.95317  -0.086
O  -0.26524  -2.00172  -1.83167  -0.741
H  0.38064  2.53061  1.74034  0.206
H  -0.75350  2.15452  0.42012  0.226
H  -1.02484  1.49008  2.03454  0.204
H  1.43751  0.85771  0.30463  0.193
H  0.98703  0.06196  1.79858  0.206
H  -0.80205  -1.09693  0.86952  0.163
H  -1.58942  -0.63212  -1.19345  0.483
H  1.35342  -1.89183  -0.55432  0.176
H  1.03432  -0.42199  -1.52028  0.171
H  -0.09576  -1.73647  -2.74548  0.481

# 3
Density functional theory data (ωB97M-V/def2-TZVPD) for a single C3H5N3O molecule.

## Properties
Frontier orbital gap = 9.470 eV
Electronic energy = -356.74910 Eh
E_HOMO = -8.6 eV
Max |F| = 0.69 eV Å⁻¹
ΔE to the lowest compared entry with this formula, charge and spin = 284.3 kJ/mol

Each line ends with the natural charge from an NBO analysis.
Atoms and positions in Å:
N  0.07841  0.22202  1.85087  -0.821
C  0.24100  0.24150  0.44714  0.447
C  0.62477  -0.88685  -0.39614  0.169
N  -0.07891  -0.67698  -1.60764  -0.635
C  -0.76929  0.49101  -1.65580  0.189
O  1.55990  0.14863  -0.12450  -0.472
N  -0.63877  0.99126  -0.39946  -0.645
H  -0.03606  1.14655  2.24887  0.370
H  -0.73993  -0.30257  2.13663  0.378
H  0.81226  -1.90497  -0.05953  0.200
H  -0.03131  -1.28296  -2.40576  0.411
H  -1.01759  1.89995  -0.18360  0.410

# 4
Density functional theory data (ωB97M-V/def2-TZVPD) for a single C3N2O2 molecule at a distorted geometry.

## Properties
Frontier orbital gap = 9.373 eV
Electronic energy = -374.20516 Eh
SMILES = N#Cn1c(=O)c1=O
E_HOMO = -11.0 eV
Max |F| = 3.08 eV Å⁻¹
ΔE to the lowest compared entry with this formula, charge and spin = 264.0 kJ/mol

Each line ends with the natural charge from an NBO analysis.
Atoms and positions in Å:
C  1.17324  -0.50898  0.99099  0.400
C  -0.99110  0.97548  -0.46635  0.715
C  -0.41319  -0.34151  -0.92679  0.599
N  1.82819  -0.77047  1.88413  -0.300
N  0.28435  -0.05640  0.17560  -0.569
O  -1.34671  1.94293  0.05098  -0.353
O  -0.53477  -1.24105  -1.70857  -0.492

# 5
Density functional theory data (ωB97M-V/def2-TZVPD) for a molecular structure, C37H28N3P2S4V.

## Properties
Frontier orbital gap (spin up / spin down) = 7.059 / 6.863 eV
Electronic energy = -4810.54235 Eh
Spin multiplicity = 4
E_HOMO (spin up / spin down) = -4.9 / -5.4 eV
Total charge = -1
Max |F| = 0.54 eV Å⁻¹
ΔE to the lowest compared entry with this formula, charge and spin = 219.2 kJ/mol

Each line ends with the Mulliken spin population.
Atoms and positions in Å:
V  2.00803  -1.22302  0.58856  2.278
C  -1.57023  0.26250  -2.25631  0.007
C  -1.14601  1.49164  -1.46605  0.003
P  -1.54272  1.40967  0.34169  0.023
C  -3.17638  2.22029  0.37057  0.002
C  -4.27571  1.42956  0.02855  -0.001
C  -5.55692  1.95612  0.01314  0.000
C  -5.76618  3.28198  0.36980  0.000
C  -4.68686  4.06856  0.73998  0.000
C  -3.40149  3.54515  0.73713  0.000
C  -0.40612  2.67727  0.98944  -0.007
C  0.17813  2.44284  2.22959  0.006
C  1.13796  3.30774  2.73548  0.001
C  1.52158  4.41782  2.00190  -0.001
C  0.93795  4.67140  0.76585  0.001
C  -0.02058  3.80656  0.26605  -0.003
C  -0.76890  -1.01337  -2.00162  0.000
P  -0.50392  -1.58221  -0.27690  -0.088
C  -2.15091  -1.92643  0.41877  0.019
C  -2.23065  -2.21077  1.78110  0.000
C  -3.44364  -2.54540  2.35983  0.002
C  -4.59742  -2.59377  1.58987  0.000
C  -4.52944  -2.31245  0.23417  -0.009
C  -3.31269  -1.98118  -0.34635  -0.011
C  0.14479  -3.24667  -0.60360  -0.024
C  -0.57754  -4.21352  -1.42232  0.487
C  -0.37025  -5.57520  -1.31142  -0.160
C  0.64971  -6.08867  -0.53251  0.466
C  1.59133  -5.14672  0.10272  -0.059
C  0.98421  -3.79672  0.51030  0.014
H  -1.47138  0.49406  -3.32250  0.000
H  -2.63879  0.07749  -2.10493  0.001
H  -1.61749  2.37197  -1.91320  0.001
H  -0.06337  1.62732  -1.52425  -0.005
H  -4.12658  0.37980  -0.20166  0.000
H  -6.39318  1.32481  -0.25800  0.000
H  -6.76730  3.69322  0.37003  0.000
H  -4.84431  5.09910  1.03362  0.000
H  -2.56899  4.16943  1.03033  0.000
H  -0.08067  1.55062  2.78456  0.000
H  1.60745  3.09114  3.68584  0.000
H  2.28674  5.08254  2.38276  0.000
H  1.24434  5.53514  0.18941  0.000
H  -0.45333  3.99766  -0.70844  0.000
H  0.25269  -0.90339  -2.38369  0.002
H  -1.22165  -1.83312  -2.56534  -0.009
H  -1.33898  -2.15062  2.39539  0.000
H  -3.48745  -2.75870  3.41994  0.000
H  -5.54534  -2.84852  2.04583  0.000
H  -5.42274  -2.35039  -0.37662  0.000
H  -3.27694  -1.77851  -1.40927  0.001
H  -1.38366  -3.85852  -2.05209  0.050
H  -1.01782  -6.24931  -1.85830  -0.006
H  0.84009  -7.15160  -0.49209  0.029
H  2.19515  -5.58499  0.89249  -0.010
H  0.77511  -3.56134  1.55014  0.007
S  4.36307  -1.38751  0.56311  -0.047
C  4.84329  -0.01990  -0.39334  -0.004
C  6.17852  0.10444  -0.79025  0.005
C  6.60785  1.18444  -1.54243  0.004
C  7.98936  1.26464  -1.92829  0.000
N  9.09636  1.33035  -2.23029  0.001
C  5.69003  2.18084  -1.92008  0.008
C  4.36585  2.06252  -1.53219  0.004
C  3.92942  0.97567  -0.78442  0.012
S  2.24747  0.86550  -0.30768  -0.068
C  6.10830  3.31169  -2.69707  -0.001
N  6.42902  4.22602  -3.31623  0.003
H  6.88960  -0.65791  -0.50366  0.000
H  3.66088  2.83214  -1.81795  -0.002
S  1.10795  -0.94721  2.79570  -0.025
C  2.35276  -1.40094  3.86993  0.025
N  3.15638  -1.70470  4.64089  -0.004
S  2.68661  -4.29208  -1.14219  0.095
C  1.69651  -2.92623  -0.53095  -0.014

What did the third record say?
Density functional theory data (ωB97M-V/def2-TZVPD) for a single C3H5N3O molecule.

## Properties
Frontier orbital gap = 9.470 eV
Electronic energy = -356.74910 Eh
E_HOMO = -8.6 eV
Max |F| = 0.69 eV Å⁻¹
ΔE to the lowest compared entry with this formula, charge and spin = 284.3 kJ/mol

Each line ends with the natural charge from an NBO analysis.
Atoms and positions in Å:
N  0.07841  0.22202  1.85087  -0.821
C  0.24100  0.24150  0.44714  0.447
C  0.62477  -0.88685  -0.39614  0.169
N  -0.07891  -0.67698  -1.60764  -0.635
C  -0.76929  0.49101  -1.65580  0.189
O  1.55990  0.14863  -0.12450  -0.472
N  -0.63877  0.99126  -0.39946  -0.645
H  -0.03606  1.14655  2.24887  0.370
H  -0.73993  -0.30257  2.13663  0.378
H  0.81226  -1.90497  -0.05953  0.200
H  -0.03131  -1.28296  -2.40576  0.411
H  -1.01759  1.89995  -0.18360  0.410